1.
The following is a quantum chemistry calculation of C21H28ClKN4O10S as an isolated structure, from the Open Molecules 2025 dataset.

Geometry as XYZ:
```
66
Properties=species:S:1:pos:R:3:forces:R:3
K -0.42862 0.02759 -0.91608 0.210 0.088 0.479
Cl -0.02732 3.02489 0.01412 0.200 -0.550 -0.415
S -2.36922 -1.26324 2.50932 -0.002 -0.150 -0.016
O -1.32712 -2.62387 -3.60769 -0.217 0.138 -0.153
O -1.18908 3.75650 -0.39155 -0.317 0.295 -0.110
O -2.48956 0.01180 -2.31716 0.104 -0.198 -0.303
O 0.86574 3.87576 0.74166 0.343 0.352 0.283
O -0.70317 -2.37873 -1.48240 -0.030 -0.082 0.205
O -0.43034 1.90894 0.84771 -0.137 0.321 0.313
O 0.65452 2.48353 -1.15484 -0.057 0.375 0.224
O 1.41039 -6.66552 -3.84736 -0.052 -0.075 0.063
O 2.97406 -4.81065 -1.84566 0.031 0.016 -0.052
O -3.76091 -1.72836 -1.74605 0.031 -0.147 0.157
N 2.78880 -4.73111 -4.10554 -0.018 -0.027 0.004
N 2.06946 -0.69178 -1.78600 0.050 0.237 0.212
N -3.75639 0.05544 0.66649 0.137 -0.070 -0.184
N -3.10890 1.23182 2.59194 0.194 -0.075 0.263
C 1.47961 0.47891 2.99080 0.042 -0.009 -0.090
C 3.37838 -0.51769 -3.77849 -0.141 -0.022 0.150
C 2.43992 -3.03131 1.91249 0.010 -0.179 -0.046
C 3.34217 -0.75319 1.34244 0.031 0.029 -0.084
C -3.61183 2.56951 2.37803 -0.064 0.136 -0.076
C -2.69202 -1.23088 -2.16573 -0.239 0.002 -0.163
C 3.46429 -1.89832 -3.85171 -0.100 -0.015 0.253
C 2.87167 -4.14597 -2.86254 0.015 -0.010 0.104
C 2.16556 -2.01312 -1.83353 -0.020 0.002 -0.264
C -4.16211 1.17234 -0.18030 -0.014 0.130 0.101
C 0.44323 1.14788 3.84547 -0.064 0.052 0.115
C 2.65705 0.03718 -2.72333 0.174 -0.071 -0.312
C -3.13844 0.09909 1.84692 -0.098 0.063 -0.232
C 2.85624 -2.66062 -2.85548 0.008 0.046 -0.088
C 2.68582 -6.16738 -4.15536 0.112 0.017 -0.060
C 1.52346 -0.90345 2.88344 -0.024 -0.013 0.010
C -1.48241 -2.16806 -2.45894 0.053 -0.533 -0.369
C 3.30187 0.63773 1.40782 -0.089 -0.078 0.018
C 2.45109 -1.53657 2.05960 -0.039 0.058 0.051
C 4.19719 1.46978 0.53563 0.125 0.103 -0.094
C 2.36921 1.24118 2.23799 0.003 -0.027 0.012
H 2.26484 2.32074 2.23247 0.039 0.002 0.016
H 3.67699 2.36644 0.19558 -0.025 0.005 0.014
H 3.44081 -6.55495 -3.46746 -0.023 -0.021 -0.046
H 0.77014 -1.49331 3.39462 0.008 -0.016 0.013
H -3.69119 -0.81959 0.14112 -0.035 -0.057 0.132
H 4.03346 -1.23100 0.65434 0.011 -0.009 0.004
H 5.10220 1.78753 1.06367 -0.024 -0.007 0.023
H -3.43769 1.98622 -0.13558 -0.050 -0.001 0.006
H -4.58773 2.55325 1.90339 0.016 -0.009 -0.032
H -0.37457 0.45650 4.05335 -0.003 -0.016 0.011
H 2.91274 -3.52604 2.76658 -0.011 0.037 0.013
H 0.03873 2.02048 3.33164 0.011 0.013 -0.023
H 0.86877 1.47994 4.79830 0.007 -0.011 -0.010
H 1.18658 -6.37003 -2.95465 -0.020 0.043 -0.034
H 2.52720 1.11197 -2.64387 0.004 0.008 0.055
H 3.82915 0.12109 -4.52546 0.027 -0.008 -0.014
H 1.60656 -2.56471 -1.08922 0.077 -0.100 -0.031
H -5.15928 1.53639 0.08551 0.009 0.022 -0.028
H 2.90577 -6.50068 -5.16966 -0.016 0.013 0.021
H 2.28130 -4.20356 -4.80073 -0.037 -0.019 0.006
H -2.43015 1.13287 3.32868 -0.088 0.023 0.026
H -3.74661 3.02933 3.36008 0.073 0.010 -0.023
H 2.96890 -3.34881 1.01263 0.011 0.013 -0.001
H -4.14738 0.79842 -1.20077 -0.047 -0.023 0.012
H -2.93031 3.18734 1.78613 -0.041 -0.006 -0.013
H 4.00500 -2.38296 -4.65578 -0.010 -0.012 -0.012
H 4.51173 0.90906 -0.34635 -0.006 -0.020 0.002
H 1.41728 -3.40480 1.83973 -0.010 0.019 0.006
```
Forces are in eV/Å.

The energy above the lowest of the compared OMol25 structures with the same formula, charge and spin is 45.0 kcal/mol. The orbital gap comes out at 0.212 Ha. Its charge is -2. The calculation puts the calculated total energy at -88347.954 eV.

2.
The following is a quantum chemistry calculation of C21H28F3MnO4 as an isolated structure in a non-equilibrium geometry, from the Open Molecules 2025 dataset.

Geometry as XYZ:
```
57
Properties=species:S:1:pos:R:3:forces:R:3
Mn 1.18230 3.23428 0.03799 1.667 -2.349 1.919
F 4.64672 0.75346 3.33531 0.114 0.913 -0.092
F 4.48347 2.73228 4.28114 0.208 -0.576 -0.848
F 5.90404 2.41475 2.62608 -0.872 -0.346 0.458
O 3.57875 3.78091 1.82739 0.047 -1.267 0.301
O -2.34260 -3.62554 -0.58093 -0.325 -2.284 -0.174
O 2.77033 1.68690 1.55367 0.872 0.832 0.783
O 0.22005 0.09942 0.71157 0.384 -0.211 -0.712
C 1.80742 4.45657 -1.53944 1.950 -0.717 -1.134
C 0.64274 4.92001 1.21969 -1.654 0.369 1.110
C -4.52866 -4.50867 0.14622 -0.437 0.003 0.044
C -3.49461 -4.42817 -0.94737 -0.850 -0.409 -0.229
C -0.75362 -0.30053 -0.27466 0.280 0.505 0.074
C 2.97964 3.81537 -1.00478 -0.238 0.577 -1.756
C 3.55935 2.54488 2.05330 -0.568 0.704 -0.645
C 2.80533 2.39556 -1.11692 -0.696 0.161 -1.379
C 1.33782 -0.82214 0.65436 -0.225 0.009 -0.094
C -1.53739 -4.87456 -0.59138 0.281 0.487 0.243
C 0.67436 -2.15409 0.33332 -0.707 0.152 0.117
C -0.32366 4.63734 0.18639 -0.379 0.547 1.481
C 0.69928 3.78481 2.09348 -1.063 0.639 -0.365
C -0.22592 2.79685 1.61335 -1.314 1.035 0.177
C -0.85419 3.30400 0.41690 -0.404 0.209 1.969
C -4.09336 -4.00712 -2.26665 -0.257 0.089 -0.087
C -0.38993 -1.70096 -0.70991 0.277 -0.547 0.225
C 0.90262 3.41847 -2.00760 1.563 -0.853 -0.245
C -2.71170 -5.74242 -1.04005 0.485 0.970 0.311
C 1.53004 2.13990 -1.74846 1.417 0.752 -1.213
C 4.66013 2.08844 3.08820 -0.036 -0.069 -0.052
H -1.62856 2.79797 -0.15184 0.321 0.137 0.017
H 1.19418 5.84402 1.37343 -0.042 -0.351 -0.283
H -0.71426 -4.84181 -1.32110 -0.091 0.262 0.483
H 1.68536 5.52863 -1.62189 -0.178 -0.221 0.092
H -0.02761 3.55867 -2.52477 -0.220 0.083 0.125
H -4.11685 -4.93425 1.06781 0.017 0.253 -0.107
H 3.54849 1.64104 -0.88042 -0.367 0.227 0.256
H 3.86879 4.32131 -0.63452 -0.497 -0.216 0.145
H -0.45894 1.86975 2.12733 0.298 0.131 -0.472
H 0.15819 -2.46084 1.25535 0.069 -0.197 -0.258
H -4.86819 -4.74404 -2.52683 0.142 0.281 -0.053
H -4.56282 -3.01817 -2.17432 0.154 -0.176 -0.192
H -0.75277 0.37174 -1.14881 0.088 0.142 0.302
H 1.33360 -2.97777 0.00662 -0.205 0.542 0.037
H -1.20609 -5.09087 0.43148 0.281 0.099 -0.352
H -3.00971 -6.47041 -0.29997 -0.084 -0.393 -0.151
H -0.64968 5.33975 -0.57877 0.227 -0.383 0.146
H -1.75557 -0.23442 0.17853 0.334 -0.075 0.037
H -2.60406 -6.12661 -2.04324 -0.095 -0.333 -0.113
H 1.81847 -0.75580 1.62714 0.102 -0.038 -0.103
H -3.33602 -4.00996 -3.06316 -0.204 0.150 0.236
H 0.02150 -1.72985 -1.72128 0.129 0.129 0.006
H 1.18170 1.16052 -2.05224 -0.157 0.223 0.244
H -4.99584 -3.54052 0.34706 0.098 -0.067 0.066
H -5.30487 -5.19875 -0.20880 -0.001 0.140 0.176
H 1.27405 3.72274 3.01541 0.035 -0.095 -0.571
H -1.30074 -2.29083 -0.69933 0.677 0.144 -0.139
H 2.07954 -0.57125 -0.12908 -0.350 0.275 0.239
```
Forces are in eV/Å.

As for the spin multiplicity: 5. The energy above the lowest of the compared OMol25 structures with the same formula, charge and spin is 44.6 kcal/mol. The orbital gap (alpha / beta) comes out at 0.233 / 0.321 Ha. The calculation puts the calculated total energy at -69889.860 eV.

3.
The following is a quantum chemistry calculation of one molecule with the formula C21H28N2O3S, from the Open Molecules 2025 dataset.

Geometry as XYZ:
```
55
Properties=species:S:1:pos:R:3:forces:R:3
S 2.16389 1.39662 1.26604 0.636 0.196 -0.091
O 2.44696 -3.95736 0.10671 0.089 -0.079 0.137
O 0.05335 3.25926 -0.98678 0.033 0.287 0.017
O -2.06352 1.16434 0.97592 -0.103 -0.253 -0.003
N 0.01000 1.01106 -0.70263 0.013 -0.531 0.115
N 2.13258 -1.34416 -0.95587 0.043 -0.045 -0.104
C 2.28923 0.08138 -1.25752 -0.429 0.041 -0.250
C -4.23978 1.01492 -1.99610 -0.048 -0.045 -0.017
C -1.35271 2.35638 0.74961 0.114 0.401 -0.043
C -3.35226 -1.21882 1.56988 -0.031 -0.117 0.056
C 4.26376 1.28330 -0.18407 -0.219 -0.103 -0.053
C 3.60161 2.13471 1.84749 -0.292 -0.149 -0.007
C -4.62978 -0.86949 -0.57992 0.071 0.107 -0.005
C -3.00207 0.77015 0.04904 -0.273 -0.167 -0.107
C -2.67593 -2.53958 1.19241 0.012 0.234 0.152
C 1.67169 -1.67903 0.38131 -0.035 -0.489 -0.004
C 2.95978 0.88727 -0.18804 -0.061 0.075 0.131
C -4.91865 -0.15859 -1.73196 -0.074 -0.007 -0.117
C 2.95975 -3.61468 -1.15780 0.264 0.197 -0.273
C 0.95001 0.68756 -1.73875 0.453 0.099 -0.336
C -0.35982 2.27423 -0.41531 -0.402 -0.126 0.218
C 3.32258 -2.13012 -1.23836 -0.060 -0.348 0.062
C -4.60166 -1.47239 2.41448 0.222 0.129 -0.029
C 1.32200 -3.16815 0.40836 -0.200 0.297 0.157
C 4.63101 2.00017 0.97581 0.050 0.111 0.223
C -3.28007 1.47868 -1.11257 0.184 0.169 0.146
C -3.67903 -0.42646 0.32525 0.281 0.210 0.197
H -4.32873 -1.96648 3.34431 -0.021 -0.077 0.103
H -5.30975 -2.10649 1.88733 -0.118 -0.085 -0.047
H -5.66600 -0.52318 -2.42022 -0.062 -0.030 -0.061
H 3.84400 -4.23563 -1.31019 -0.048 0.041 -0.056
H -2.65120 -0.63071 2.16796 -0.097 -0.098 -0.061
H 1.16078 1.62779 -2.25608 -0.034 -0.136 0.010
H 0.52130 -3.36604 -0.32101 0.017 0.023 0.087
H -0.77440 2.52362 1.66438 -0.051 0.040 -0.149
H 3.67341 -1.90500 -2.24739 0.027 -0.005 0.006
H 3.58833 2.62870 2.79846 0.066 0.128 0.199
H -4.44777 1.57737 -2.89375 -0.011 0.049 -0.073
H -5.09351 -0.53253 2.65369 -0.100 0.057 0.056
H 2.21392 -3.84025 -1.93523 0.082 0.010 0.031
H 0.99223 -3.46882 1.40408 -0.044 0.041 -0.052
H -5.15630 -1.79090 -0.38279 -0.062 -0.125 0.053
H 4.94362 1.07424 -0.99150 0.075 -0.069 -0.192
H -2.39485 -3.08826 2.08846 0.041 -0.117 0.085
H 2.94563 0.12034 -2.13606 -0.079 0.025 0.122
H 2.44888 -1.49120 1.14124 -0.125 0.040 -0.030
H -3.34756 -3.16098 0.60484 -0.056 -0.099 -0.091
H -2.01772 3.21485 0.60130 0.108 -0.117 -0.066
H 5.61635 2.39477 1.14674 0.153 0.094 0.063
H -1.77771 -2.35754 0.60557 0.110 -0.037 -0.098
H 0.78922 -1.09438 0.63683 -0.015 -0.035 0.108
H 4.13351 -1.91480 -0.52146 0.005 0.003 -0.059
H -0.42561 0.25998 -0.18970 -0.118 0.189 -0.065
H -2.74960 2.38842 -1.34560 0.045 0.116 -0.015
H 0.49909 -0.02280 -2.43819 0.072 0.078 0.021
```
Forces are in eV/Å.

The energy above the lowest of the compared OMol25 structures with the same formula, charge and spin is 49.8 kcal/mol. The orbital gap comes out at 0.341 Ha. The calculation puts the calculated total energy at -42189.190 eV. As for the SMILES: CC(C)c1ccccc1OCC(=O)NC[C@@H](c1cccs1)N1CCOCC1.

4.
The following is a quantum chemistry calculation of one molecule with the formula C21H28N2O4S in a non-equilibrium geometry, from the Open Molecules 2025 dataset.

Geometry as XYZ:
```
56
Properties=species:S:1:pos:R:3:forces:R:3
S 0.94041 1.40700 -0.86374 0.267 0.382 -0.136
O 3.32882 2.51820 1.63938 -0.075 0.260 0.218
O -2.34079 -1.44422 0.13845 -0.297 -0.164 -0.051
O 0.01433 2.01589 -1.76896 -0.255 0.351 0.138
O 1.54650 0.16527 -1.29726 0.036 -0.153 0.100
N 3.79433 0.85716 0.16597 0.331 -0.228 -0.131
N -2.27476 0.72614 0.54682 -0.871 -0.025 -0.104
C -3.03944 -0.29592 0.28939 0.856 0.878 0.285
C 5.94887 -0.66169 -1.01253 0.155 -0.293 0.152
C -4.47875 -0.28292 0.17081 -0.570 -0.315 -0.109
C -0.99967 0.23755 0.56751 -0.114 -1.264 -0.296
C 0.00604 -2.15402 0.21147 -0.157 -0.006 -0.039
C -7.26297 -0.22433 -0.04925 0.068 -0.056 0.026
C 4.57311 0.03153 1.07140 0.123 0.061 0.344
C 5.46205 -2.07862 -1.30332 -0.146 0.204 -0.149
C 3.76048 -1.20683 1.49907 0.167 -0.105 0.048
C -8.75368 -0.18002 -0.18318 0.003 0.031 -0.055
C 2.30240 2.58315 -0.52726 -0.820 -0.511 0.222
C -1.04144 -1.10899 0.30992 0.669 0.893 0.269
C 0.16060 1.12524 0.76709 0.461 0.117 -0.702
C 3.19508 1.99490 0.55162 0.156 0.021 -0.123
C -6.56540 -1.41770 -0.19434 -0.112 0.081 0.008
C -5.17125 0.91986 0.31606 0.172 -0.156 -0.021
C 4.07116 -2.40528 -0.76391 0.277 -0.256 0.077
C -5.18922 -1.45388 -0.08653 0.220 0.176 0.039
C -6.54509 0.94148 0.20668 -0.006 -0.097 -0.016
C 4.04634 -2.51410 0.76121 -0.245 0.142 -0.017
C 5.95266 -0.26548 0.46511 -0.131 0.202 -0.132
H 3.27000 -3.22382 1.05758 0.059 -0.055 0.057
H 6.43800 -1.04106 1.05814 0.102 -0.028 0.078
H 0.78440 -1.82604 -0.47459 0.020 -0.097 0.007
H 6.17394 -2.79403 -0.88257 0.022 -0.057 -0.024
H -7.10839 -2.33066 -0.39347 -0.059 -0.078 -0.010
H 3.43803 0.40533 -0.66662 0.015 0.190 0.081
H 4.99814 -2.92756 1.10034 0.015 -0.089 0.032
H 6.55126 0.64342 0.56047 0.019 -0.026 0.079
H -4.60833 1.81803 0.51214 0.035 0.125 0.025
H 5.35111 0.05432 -1.57836 0.065 0.066 -0.077
H 5.46264 -2.22025 -2.38684 0.068 -0.065 -0.009
H 1.85664 3.51843 -0.20338 0.008 0.027 0.061
H 3.77368 -3.36967 -1.18328 -0.085 0.059 -0.046
H -7.07719 1.87507 0.31976 -0.042 0.105 0.023
H 3.34143 -1.66968 -1.10578 -0.126 -0.004 -0.095
H -9.19032 0.45593 0.58427 -0.087 0.014 0.034
H -0.16141 2.09497 1.13174 0.028 0.098 0.112
H 6.97479 -0.57984 -1.38119 -0.050 0.090 -0.060
H -9.02756 0.23435 -1.15379 -0.095 0.009 -0.040
H -9.18343 -1.17542 -0.10424 -0.077 -0.036 0.006
H 0.45480 -2.34181 1.18724 0.033 -0.079 0.047
H -4.65628 -2.38576 -0.20014 0.029 -0.086 -0.010
H 2.70332 -0.96011 1.37496 -0.041 0.001 0.088
H 3.92821 -1.38057 2.56426 -0.061 0.036 0.034
H 4.72354 0.65568 1.96012 -0.043 -0.145 -0.192
H 0.93094 0.69387 1.40002 0.117 0.043 0.113
H 2.82648 2.71570 -1.47020 -0.071 -0.086 -0.147
H -0.43755 -3.07552 -0.15493 0.040 -0.104 -0.009
```
Forces are in eV/Å.

The energy above the lowest of the compared OMol25 structures with the same formula, charge and spin is 14.1 kcal/mol. The orbital gap comes out at 0.324 Ha. The calculation puts the calculated total energy at -44237.693 eV. As for the SMILES: Cc1ccc(-c2nc(CS(=O)(=O)CC(=O)NC3CCCCCC3)c(C)o2)cc1.